C37H31CrN11O as an isolated structure. Source: the Open Molecules 2025 dataset; level of theory: ωB97M-V/def2-TZVPD.

Geometry as ORCA input:
```
! wB97M-V def2-TZVPD RIJCOSX def2/J DEFGRID3
* xyz 3 4
Cr 0.937 0.839 0.782
C 4.448 0.766 -1.862
C 3.494 1.210 -0.953
N 2.498 0.420 -0.565
C 2.459 -0.836 -1.061
C 3.419 -1.256 -1.973
N 4.395 -0.455 -2.372
C 1.363 -1.659 -0.534
C 0.888 -2.833 -1.076
C -0.193 -3.501 -0.478
C -0.698 -2.949 0.711
C -0.189 -1.762 1.191
N 0.797 -1.104 0.553
C -0.657 -1.024 2.370
C -1.544 -1.491 3.334
N -1.844 -0.775 4.407
C -1.268 0.408 4.552
C -0.430 0.923 3.568
N -0.140 0.220 2.476
C -0.806 -4.691 -1.097
C -1.988 -5.240 -0.594
C -2.570 -6.318 -1.250
N -2.043 -6.844 -2.343
C -0.916 -6.353 -2.830
C -0.260 -5.280 -2.239
H 5.265 1.400 -2.183
H 3.524 2.218 -0.560
H 3.416 -2.261 -2.379
H 1.335 -3.216 -1.981
H -1.503 -3.427 1.246
H -2.015 -2.463 3.249
H -1.491 0.956 5.459
H -0.001 1.914 3.658
H -2.481 -4.862 0.291
H -3.485 -6.767 -0.885
H -0.521 -6.826 -3.721
H 0.670 -4.949 -2.682
C 0.011 4.889 -0.325
C 0.822 5.644 0.512
C 1.674 4.985 1.388
C 1.672 3.602 1.425
N 0.858 2.869 0.630
C 0.061 3.513 -0.237
C 2.545 2.783 2.285
C 3.458 3.302 3.189
C 4.249 2.438 3.935
C 4.102 1.070 3.749
C 3.170 0.622 2.834
N 2.403 1.450 2.115
H -0.653 5.360 -1.035
H 0.792 6.725 0.481
H 2.326 5.557 2.032
H -0.551 2.891 -0.874
H 3.553 4.370 3.318
H 4.965 2.828 4.646
H 4.701 0.364 4.306
H 3.029 -0.440 2.669
N -6.508 -0.091 -0.541
C -5.779 0.338 0.507
O -6.204 0.508 1.628
C -4.295 0.556 0.282
C -3.504 -0.211 -0.562
C -2.129 -0.033 -0.542
N -1.517 0.851 0.247
C -2.293 1.624 1.023
C -3.664 1.504 1.082
H -7.501 -0.196 -0.395
H -6.186 -0.038 -1.492
H -3.932 -0.957 -1.219
H -1.496 -0.622 -1.193
H -1.785 2.359 1.636
H -4.253 2.112 1.756
C 1.395 0.415 -5.306
C 0.045 0.709 -4.630
C 0.157 0.776 -3.188
N 0.255 0.815 -2.042
H 1.260 0.424 -6.385
H 1.776 -0.565 -5.021
H 2.137 1.170 -5.049
H -0.681 -0.066 -4.884
H -0.353 1.663 -4.984
*
```

The energy above the lowest of the compared OMol25 structures with the same formula, charge and spin is 18.8 kcal/mol. The energy comes out at -85711.53922 eV. For the LUMO energy (spin up / spin down), the calculation gives -9.25 / -9.67 eV.

Atom charges from the Löwdin analysis, given in e for atoms 1 to 6: 0.94 -0.04 -0.05 0.01 -0.18 -0.02